# 1
C33H41N2OP2Si2V | the ωB97M-V functional and the def2-TZVPD basis

Each line ends with the Mulliken charge.
Element x y z (Å)
V: 1.171 -0.911 -0.095  -1.286
C: 0.351 -3.771 1.560  -1.170
Si: 0.497 -2.340 2.758  0.165
C: -1.222 -1.846 3.289  -0.955
C: 1.671 -2.695 4.170  -1.133
N: 1.215 -0.984 1.776  0.390
P: 1.462 0.645 2.091  2.654
C: 1.099 0.987 0.463  -0.968
P: 1.583 1.597 -1.062  1.934
N: 1.375 0.120 -1.730  0.280
Si: 0.315 -0.577 -2.965  0.039
C: 1.346 -1.473 -4.228  -1.116
C: -0.648 -1.792 -1.855  -1.199
C: -0.860 0.657 -3.713  -1.096
C: 3.289 2.108 -1.179  0.598
C: 4.219 1.334 -1.866  -0.418
C: 5.549 1.727 -1.899  -0.810
C: 5.946 2.885 -1.247  -0.543
C: 5.016 3.662 -0.566  -0.841
C: 3.687 3.279 -0.535  -0.403
C: 0.567 2.908 -1.699  0.659
C: 1.021 3.710 -2.746  -0.853
C: 0.189 4.680 -3.276  -0.737
C: -1.086 4.861 -2.757  -0.584
C: -1.540 4.073 -1.708  -0.961
C: -0.715 3.094 -1.180  -0.534
C: 3.130 1.035 2.613  1.157
C: 4.201 0.611 1.821  -0.309
C: 5.501 0.931 2.162  -0.919
C: 5.747 1.700 3.294  -0.778
C: 4.691 2.156 4.068  -0.851
C: 3.386 1.830 3.731  -0.829
C: 0.312 1.230 3.318  0.228
C: 0.454 0.850 4.655  -0.139
C: -0.486 1.251 5.588  -0.936
C: -1.567 2.031 5.192  -0.684
C: -1.711 2.409 3.866  -0.612
C: -0.774 2.005 2.927  -0.603
H: 0.139 -4.662 2.154  0.461
H: -0.499 -3.654 0.883  0.310
H: 1.234 -4.012 0.969  0.295
H: -1.753 -2.746 3.608  0.483
H: -1.246 -1.141 4.116  0.272
H: -1.788 -1.419 2.460  0.276
H: 1.820 -3.767 4.296  0.477
H: 2.655 -2.248 4.016  0.324
H: 1.278 -2.314 5.113  0.342
H: 1.999 -2.220 -3.777  0.322
H: 0.724 -1.981 -4.967  0.415
H: 1.970 -0.760 -4.769  0.349
H: -0.154 -2.748 -1.679  0.357
H: -0.988 -1.357 -0.888  0.385
H: -1.608 -2.033 -2.318  0.663
H: -0.347 1.439 -4.273  0.307
H: -1.491 0.113 -4.421  0.520
H: -1.516 1.133 -2.986  0.339
H: 3.902 0.437 -2.385  0.482
H: 6.271 1.138 -2.449  0.469
H: 6.982 3.193 -1.278  0.453
H: 5.326 4.570 -0.070  0.478
H: 2.966 3.897 -0.012  0.498
H: 2.022 3.585 -3.142  0.471
H: 0.536 5.302 -4.088  0.467
H: -1.727 5.629 -3.167  0.450
H: -2.531 4.224 -1.304  0.472
H: -1.068 2.466 -0.370  0.499
H: 4.015 0.058 0.911  -0.380
H: 6.322 0.600 1.542  0.542
H: 6.763 1.954 3.564  0.458
H: 4.882 2.767 4.938  0.490
H: 2.578 2.213 4.338  0.526
H: 1.293 0.243 4.973  0.644
H: -0.378 0.957 6.622  0.442
H: -2.297 2.348 5.925  0.454
H: -2.550 3.020 3.564  0.474
H: -0.886 2.298 1.890  0.343
C: 4.227 -2.330 0.180  -1.279
C: 2.884 -1.886 -0.246  1.189
O: 2.108 -2.537 -0.916  -0.520
H: 4.976 -1.765 -0.384  0.330
H: 4.340 -3.393 -0.022  0.495
H: 4.372 -2.092 1.234  0.321

Atoms 1-2, force components in eV/Å:
-0.570 1.219 0.274
-0.001 0.037 0.028

Properties
* total charge: +2
* F_max: 0.0267 Eh/bohr
* E_tot: -3672.11915 a.u.
* orbital gap (spin up / spin down): 0.272 / 0.264 Ha


# 2
C5H7N4O2S | the ωB97M-V functional and the def2-TZVPD basis

Each line ends with the Mulliken charge.
Element x y z (Å)
C: -1.469 -1.643 0.304  0.154
C: -0.085 0.195 1.122  0.620
C: 1.693 -1.667 -1.909  0.404
C: -0.851 -1.507 -1.130  -0.139
C: -0.012 -0.024 -1.417  -0.310
N: -1.123 -0.669 1.314  -0.153
N: 1.135 -0.450 -2.099  -0.172
N: 0.368 0.489 -0.077  -0.171
N: 0.213 0.913 2.173  -0.396
O: -2.319 -2.473 0.447  -0.482
O: 2.755 -2.070 -2.235  -0.462
S: 0.436 -2.798 -1.080  -0.085
H: -1.660 -1.694 -1.888  0.474
H: -0.766 0.587 -2.001  0.401
H: -1.479 -0.976 2.235  0.321
H: 1.547 0.026 -2.907  0.268
H: 1.091 1.152 -0.187  0.231
H: 0.032 0.552 3.076  0.223
H: 0.974 1.672 2.270  0.274

Atoms 1-2, force components in eV/Å:
-0.905 0.804 -2.194
-1.942 0.238 -0.146

Properties
* total charge: +1
* F_max: 0.0942 Eh/bohr
* structure (SMILES): [NH2+]=C1NC(=O)[C@@H]2SC(=O)N[C@@H]2N1
* E_tot: -962.20476 a.u.
* energy relative to the best compared isomer or geometry (same formula, charge and spin): 0.00 kJ/mol
* orbital gap: 0.350 Ha


# 3
C3H15O6V | the ωB97M-V functional and the def2-TZVPD basis

Each line ends with the Mulliken charge.
Element x y z (Å)
V: 0.428 0.376 -0.403  0.933
C: -0.044 2.997 1.470  -0.630
O: 0.491 2.528 0.217  -0.734
H: 0.736 2.976 2.230  0.237
H: -0.381 4.033 1.452  0.283
H: -0.894 2.450 1.878  0.136
C: -1.141 -2.377 -0.309  -0.295
C: -1.261 -1.592 1.043  -0.537
O: -1.346 -0.170 0.721  -0.378
O: 0.001 -1.819 -0.893  -0.359
H: -2.089 -2.212 -0.821  0.263
H: -0.947 -3.449 -0.331  0.395
H: -0.450 -1.773 1.749  0.169
H: -2.151 -1.982 1.537  0.501
H: -2.179 0.096 1.119  0.315
H: 0.276 -2.388 -1.616  0.311
O: 2.100 0.030 -1.667  -0.416
H: 2.023 0.322 -2.575  0.273
H: 3.031 -0.159 -1.554  0.259
O: 1.735 -0.286 1.174  -0.391
H: 1.618 -0.794 1.978  0.254
H: 2.608 0.097 1.258  0.283
O: -0.593 0.866 -2.223  -0.451
H: -0.980 1.735 -2.328  0.295
H: -0.592 0.495 -3.106  0.283

Atoms 1-2, force components in eV/Å:
-0.221 1.924 0.959
1.018 -0.353 -0.945

Properties
* total charge: +1
* F_max: 0.0420 Eh/bohr
* multiplicity: 4
* E_tot: -1518.50947 a.u.
* orbital gap (spin up / spin down): 0.250 / 0.262 Ha